Density functional theory data (ωB97M-V with the def2-TZVPD basis set) for C54H60As2N6OSi2Sn as an isolated structure.

As for the LUMO energy: -0.0233 hartree. The value obtained for the molar mass is 1133.8 g/mol. For the frontier orbital gap, the calculation gives 6.83 eV. As for the total charge: 0.

Element x y z (Å)
Sn (-0.337780, 0.471545, -1.108499)
C (-2.046170, -2.809507, 0.330847)
C (-2.965354, -2.075644, -0.598342)
C (-3.932127, -2.760422, -1.338403)
C (-4.743679, -2.055438, -2.197069)
C (-4.636826, -0.673477, -2.249162)
C (-3.689743, -0.054899, -1.455229)
N (-2.836176, -0.747502, -0.685671)
C (-3.631444, 1.429402, -1.338343)
C (-4.744530, 2.170926, -1.719021)
C (-4.716089, 3.539702, -1.579394)
C (-3.599980, 4.132642, -1.034723)
C (-2.523721, 3.344181, -0.641604)
N (-2.534407, 2.003243, -0.809244)
C (-1.370174, 4.006060, 0.050641)
C (-1.466039, 5.336943, 0.434359)
C (-0.398845, 5.932473, 1.084737)
C (0.719741, 5.177630, 1.358759)
C (0.744090, 3.842231, 0.963257)
C (1.937604, 2.992562, 1.289535)
N (-0.274880, 3.283414, 0.301624)
H (-2.617091, -3.454965, 1.002901)
H (-1.460804, -2.102137, 0.908247)
H (-1.369207, -3.443196, -0.247289)
H (-3.986589, -3.837265, -1.270999)
H (-5.462683, -2.570428, -2.822269)
H (-5.282572, -0.102283, -2.903794)
H (-5.620926, 1.677574, -2.112848)
H (-5.562875, 4.144901, -1.878031)
H (-3.569774, 5.207180, -0.929867)
H (-2.358476, 5.914783, 0.246601)
H (-0.450406, 6.973675, 1.378907)
H (1.569243, 5.599164, 1.883008)
H (2.283226, 3.202424, 2.302819)
H (2.763732, 3.201286, 0.603578)
H (1.676301, 1.943883, 1.215566)
C (1.504209, -0.721616, 4.192476)
C (1.873315, -2.119758, 3.676785)
As (1.714356, -2.324651, 1.714588)
C (2.175373, -4.225712, 1.644080)
C (3.056516, -4.888429, 2.498635)
C (3.311156, -6.243437, 2.336394)
C (2.681691, -6.960228, 1.325059)
C (1.781800, -6.319254, 0.484256)
C (1.531095, -4.963333, 0.652611)
C (3.437789, -1.537759, 1.192331)
C (4.685057, -2.023103, 1.579602)
C (5.852354, -1.412422, 1.137055)
C (5.792007, -0.303390, 0.301055)
C (4.555059, 0.196462, -0.086996)
C (3.390628, -0.422811, 0.357794)
As (-0.022461, 0.160658, 3.291751)
C (-1.528674, -0.596926, 4.290957)
C (-2.753992, 0.066338, 4.220598)
C (-3.870314, -0.437152, 4.871646)
C (-3.780060, -1.620958, 5.596914)
C (-2.569059, -2.293223, 5.663832)
C (-1.450915, -1.785756, 5.009480)
C (0.022977, 1.871347, 4.260543)
C (-0.661403, 2.941110, 3.681826)
C (-0.714885, 4.180040, 4.307220)
C (-0.073028, 4.369007, 5.524050)
C (0.612551, 3.311547, 6.110416)
C (0.658919, 2.071880, 5.483280)
H (2.338119, -0.036093, 4.035278)
H (1.315039, -0.761775, 5.264629)
H (1.200072, -2.872601, 4.086270)
H (2.880422, -2.378579, 4.004008)
H (3.542783, -4.359968, 3.311225)
H (4.002776, -6.744004, 3.004612)
H (2.885358, -8.017389, 1.201731)
H (1.270342, -6.865289, -0.300237)
H (0.822840, -4.466870, 0.004709)
H (4.757263, -2.897221, 2.214356)
H (6.814457, -1.808191, 1.441065)
H (6.705417, 0.164352, -0.046963)
H (4.494984, 1.058936, -0.744350)
H (2.421137, -0.064746, 0.031199)
H (-2.835415, 0.987048, 3.653497)
H (-4.814149, 0.093386, 4.811407)
H (-4.652642, -2.018212, 6.101700)
H (-2.490205, -3.214960, 6.227733)
H (-0.515476, -2.329872, 5.065172)
H (-1.158466, 2.797039, 2.727980)
H (-1.255141, 4.997873, 3.844251)
H (-0.102959, 5.336490, 6.011517)
H (1.110568, 3.450430, 7.063170)
H (1.191467, 1.261562, 5.966590)
C (-1.809446, -1.590355, -3.892536)
Si (-0.648454, -0.268477, -4.554417)
C (1.053548, -0.942310, -4.972167)
C (-1.409186, 0.265202, -6.198752)
C (-0.601420, 1.111002, -3.304379)
Si (0.398485, 2.587054, -3.837225)
C (2.041581, 2.632957, -2.916807)
C (-0.534245, 4.194738, -3.505138)
C (0.848284, 2.636047, -5.660748)
H (-1.666281, -2.548550, -4.404744)
H (-2.855025, -1.287124, -4.029775)
H (-1.649783, -1.763856, -2.821015)
H (1.031701, -2.035636, -5.043825)
H (1.796169, -0.682124, -4.214851)
H (1.396884, -0.552876, -5.936191)
H (-1.749604, -0.622531, -6.744404)
H (-0.682562, 0.785268, -6.831720)
H (-2.272223, 0.928488, -6.062896)
H (-1.655791, 1.433929, -3.258869)
H (1.880792, 2.643538, -1.833307)
H (2.625794, 3.522463, -3.181911)
H (2.644630, 1.746648, -3.161329)
H (-0.311389, 4.580631, -2.507006)
H (-1.617602, 4.039060, -3.574719)
H (-0.260183, 4.971625, -4.228159)
H (1.375155, 1.722418, -5.967475)
H (1.507334, 3.488675, -5.859036)
H (-0.038195, 2.739962, -6.296368)
N (2.882890, -2.085779, -2.428392)
C (1.578619, -2.386819, -2.190084)
O (0.928925, -1.575466, -1.452244)
C (1.087920, -3.589155, -2.767595)
C (-0.203756, -4.092017, -2.496969)
N (-1.238919, -4.531558, -2.227172)
C (1.964902, -4.398615, -3.540165)
N (2.725795, -5.017293, -4.154308)
H (3.310540, -1.391612, -1.840958)
H (3.478925, -2.788073, -2.836664)

Force components x, y, z for each atom (eV/Å):
Sn 0.0714 -0.0322 -0.0522
C 0.0299 0.0510 -0.1596
C 0.1089 0.0029 0.1865
C 0.0803 -0.0196 -0.0625
C -0.0740 -0.0850 0.0580
C -0.1888 0.0570 0.0021
C 0.1270 -0.0143 0.1582
N 0.1103 0.0626 -0.1800
C 0.1961 0.2384 0.0719
C -0.0328 -0.0617 -0.0713
C -0.1500 0.0785 -0.0810
C 0.0512 0.1297 -0.0714
C -0.1036 -0.4385 0.1289
N -0.1964 0.4453 -0.1788
C 0.1495 -0.1004 -0.0933
C -0.1034 0.1618 0.0620
C 0.0427 0.0339 -0.0293
C 0.0751 0.0281 -0.0398
C -0.0332 -0.0452 -0.1596
C -0.0396 0.0960 -0.0698
N 0.0909 -0.1020 -0.0955
H 0.0208 0.0535 -0.0337
H 0.0707 0.0885 0.1332
H -0.1238 0.0639 0.1263
H 0.0160 -0.0203 0.0352
H 0.0203 0.0112 0.0195
H 0.0933 -0.0854 0.0234
H 0.0267 0.0651 0.0776
H 0.0120 -0.0336 -0.0128
H -0.0358 -0.1435 -0.0502
H 0.1143 -0.0027 0.0812
H -0.0162 -0.0333 0.0085
H -0.0542 -0.0395 -0.0052
H -0.0016 -0.0135 -0.0080
H -0.0409 -0.0275 0.0048
H -0.0189 -0.2122 -0.0275
C -0.0208 -0.1570 -0.0929
C -0.0882 0.2432 -0.0312
As 0.0887 -0.1971 0.1340
C -0.0379 -0.1001 -0.0590
C -0.0395 0.0130 0.0211
C -0.0138 -0.0241 -0.0005
C -0.0429 0.0443 -0.0233
C 0.0350 -0.0106 0.0519
C 0.0806 0.0205 0.0215
C 0.0417 0.1004 -0.0222
C -0.0006 0.0379 -0.0264
C -0.0277 0.0129 -0.0028
C -0.0590 -0.0142 0.0335
C 0.0088 -0.0042 0.0208
C 0.0398 0.0491 0.0759
As 0.0177 0.1034 0.0409
C -0.0431 -0.0816 -0.0015
C 0.0089 -0.0952 0.0105
C 0.0131 -0.0178 0.0083
C 0.0123 0.0304 -0.0342
C -0.0092 0.0334 -0.0207
C 0.0326 0.0361 -0.0021
C -0.0611 0.0578 -0.0338
C -0.0004 -0.1102 0.0557
C 0.0039 -0.0133 0.1193
C 0.0156 -0.0341 -0.0463
C 0.0076 -0.0092 -0.0439
C 0.0084 0.0563 0.0478
H 0.0625 0.0557 -0.0345
H -0.0020 0.0144 0.0857
H -0.0136 -0.0629 -0.0158
H 0.0429 0.0086 0.0224
H -0.0098 -0.0230 -0.0403
H -0.0299 0.0190 -0.0210
H -0.0036 0.0449 0.0006
H 0.0423 0.0236 0.0378
H -0.0646 0.0157 -0.1214
H 0.0053 0.0144 -0.0137
H -0.0349 0.0071 -0.0151
H -0.0403 -0.0114 0.0108
H -0.0058 -0.0528 0.0477
H 0.0103 0.0701 -0.0022
H -0.0192 0.0110 0.0050
H 0.0478 -0.0303 0.0067
H 0.0379 0.0228 -0.0109
H 0.0012 0.0108 -0.0311
H -0.0621 0.0407 0.0578
H 0.0012 0.0264 0.0261
H 0.0181 -0.0429 0.0095
H -0.0148 -0.0489 -0.0006
H -0.0142 -0.0045 -0.0394
H -0.0205 0.0314 -0.0199
C 0.1173 -0.0250 -0.0125
Si -0.1920 -0.3906 -0.2253
C 0.0363 -0.0362 -0.0046
C -0.0086 0.1746 -0.0859
C -0.3012 -0.0895 0.5181
Si 0.1930 0.2856 0.0470
C 0.0828 -0.1046 0.0099
C -0.0821 0.0158 0.0697
C -0.0215 -0.2374 -0.1888
H -0.0487 0.1057 0.0941
H 0.2655 -0.0211 -0.0500
H -0.0113 -0.1046 -0.2713
H 0.0255 0.1599 -0.0135
H 0.0019 -0.0332 -0.0950
H -0.0292 -0.0299 0.1024
H 0.0186 0.0650 0.0660
H -0.1792 -0.1326 0.0688
H 0.0526 -0.0937 -0.0209
H 0.0850 0.0915 -0.0727
H 0.0450 0.0318 0.0437
H -0.0688 -0.1189 0.0504
H -0.0904 0.1335 0.0480
H -0.0549 0.0164 0.0327
H 0.1070 0.0478 -0.0068
H 0.0017 -0.1148 0.0859
H -0.0747 0.2252 0.0082
H -0.0488 -0.0616 0.0806
H 0.1569 0.0439 0.0983
N 0.1259 -0.1567 -0.1349
C 0.2235 0.1757 0.2892
O -0.4390 -0.3213 -0.5988
C -0.1307 -0.0681 -0.0017
C 0.1264 0.0818 0.1842
N 0.0267 -0.0211 -0.1553
C 0.0186 0.0098 0.0419
N -0.1512 0.1538 0.1088
H -0.0124 0.0265 0.0483
H 0.0363 0.0496 0.0014